Formula: C53H48MoN7O4P2S4
Source: OMol25
Level of theory: ωB97M-V/def2-TZVPD

As for the HOMO energy (alpha / beta): -2.793 / -2.848 eV. The net charge is -1. Its energy relative to the best compared isomer or geometry (same formula, charge and spin) is 293.2 kJ/mol. The largest force on an atom comes out at 0.061 Eh/bohr. The molar mass comes out at 1133.17 g mol⁻¹. For the frontier orbital gap (alpha / beta), the calculation gives 0.10974 / 0.11244 Ha. The value obtained for the total energy is -5076.351632 hartree.

Last column: Löwdin charge in e.
CARTESIAN COORDINATES (ANGSTROEM)
Mo1 1.17742 -0.62687 -0.88383  1.20
S1 -3.06943 -0.21409 1.16163  0.15
S2 -1.09082 -0.17427 1.45441  0.29
S3 -0.36752 4.57219 -3.08270  0.09
S4 -0.46780 1.25579 -0.94536  0.53
P1 -0.59841 -1.96511 -1.88110  1.04
P2 -1.62954 3.12073 -2.60389  0.44
O1 4.07921 -1.18951 -0.73644  -0.06
O2 0.14411 1.32028 -2.53844  -0.67
O3 3.37681 -3.50959 -1.89562  0.03
O4 1.69804 -2.82415 -0.62725  -0.20
N1 3.08994 -0.53449 -1.46142  -0.21
N2 2.06928 0.00765 0.76611  -0.18
N3 -0.94214 0.61182 4.00669  0.16
N4 1.26812 0.53732 -2.41828  -0.30
N5 5.28223 1.93041 4.17766  0.17
N6 -1.20138 -1.70436 3.66339  0.15
N7 4.61320 0.07938 5.23927  0.16
C1 -1.79875 -1.27440 -3.05889  -0.35
C2 1.49684 -5.21016 -3.25283  -0.02
C3 -1.39935 -1.87829 4.98580  -0.24
C4 2.78762 1.14860 0.85449  -0.10
C5 7.62542 2.17822 7.00936  -0.11
C6 3.58282 0.61075 3.05398  -0.15
C7 -2.83899 3.82952 -1.41374  -0.42
C8 -4.85761 2.94116 -5.17177  -0.11
C9 4.46738 0.89700 4.13586  -0.28
C10 -1.10316 -4.27114 -3.36841  -0.09
C11 -3.00683 -2.91145 -0.69079  -0.13
C12 -2.81688 -0.46779 -2.55427  -0.14
C13 -0.76024 -5.43240 -4.03315  -0.08
C14 -4.10828 3.05941 -4.01521  -0.12
C15 -4.30331 5.61624 -0.75905  -0.11
C16 5.59674 0.62551 6.01535  -0.20
C17 2.06266 -0.79803 1.84508  -0.17
C18 -1.70466 1.77675 6.03019  0.00
C19 6.00285 1.79703 5.32296  -0.24
C20 2.42615 2.10723 -3.94598  -0.02
C21 -1.60614 -0.74774 5.81609  0.03
C22 -2.11317 2.66104 -5.28593  -0.12
C23 7.02760 2.58767 5.83530  -0.02
C24 7.22017 1.02384 7.67913  -0.11
C25 -3.03864 -4.08763 1.40638  -0.10
C26 -1.73605 -1.51913 -4.42886  -0.09
C27 3.48464 0.28616 -2.44255  -0.28
C28 -1.04805 -0.52003 3.19593  -0.63
C29 -4.24207 2.67050 -6.38232  -0.13
C30 -3.29996 3.06870 -0.35045  -0.13
C31 -0.97515 -3.23961 0.53948  -0.14
C32 2.17054 -3.39679 -1.66221  -0.60
C33 -3.81595 -0.01324 -3.39387  -0.07
C34 -4.77362 4.84775 0.29591  -0.12
C35 -1.53661 -3.28390 5.46904  -0.01
C36 4.92304 0.51962 -2.79118  -0.02
C37 -2.72501 2.94791 -4.07113  -0.39
C38 -3.69980 -3.58050 0.30354  -0.11
C39 -2.74335 -1.06374 -5.26055  -0.08
C40 -3.33278 5.11487 -1.60587  -0.13
C41 2.40544 0.95027 -3.00085  -0.28
C42 -1.63399 -2.72916 -0.57739  -0.37
C43 -3.80078 -0.33811 -4.73925  -0.09
C44 -0.13978 -3.54765 -2.66828  -0.26
C45 -4.26234 3.57796 0.50396  -0.11
C46 0.54997 -5.88704 -3.99974  -0.08
C47 3.53651 1.47911 1.94838  0.01
C48 2.79315 -0.55369 2.97382  -0.01
C49 1.15821 -4.04921 -2.56885  -0.12
C50 -1.67027 -3.91701 1.52221  -0.11
C51 -2.86593 2.51359 -6.43421  -0.11
C52 6.19086 0.23110 7.19953  -0.04
C53 -1.42287 0.50232 5.31462  -0.23
H1 -2.12530 -3.91575 -3.39362  0.11
H2 0.82238 -6.77864 -4.54407  0.10
H3 -1.96009 -0.87452 6.82762  0.12
H4 -1.14385 -4.28477 2.38930  0.09
H5 -4.60908 -0.02019 -5.38153  0.10
H6 1.77316 2.89771 -3.56316  0.01
H7 -2.45371 2.35486 5.48781  0.10
H8 7.72701 0.73600 8.58911  0.09
H9 -4.83405 2.58181 -7.28480  0.09
H10 5.19011 1.55907 -2.60306  0.08
H11 -2.07409 1.57671 7.03179  0.09
H12 -4.62686 0.57596 -2.99553  0.11
H13 4.11152 2.39045 1.97935  0.11
H14 -0.59469 -3.82592 5.36634  0.10
H15 7.34321 3.47486 5.30900  0.11
H16 -2.28002 -3.80589 4.86707  0.09
H17 -2.91017 2.07539 -0.18909  -0.02
H18 -1.51296 -5.97374 -4.59153  0.10
H19 -3.59154 -4.59439 2.18532  0.09
H20 5.54999 -0.12151 -2.17722  0.07
H21 1.47341 -1.70660 1.74608  0.09
H22 0.09428 -3.11731 0.64441  0.07
H23 -1.03582 2.57788 -5.31642  0.09
H24 3.98131 -2.15536 -0.97080  0.07
H25 2.75212 1.79443 -0.01890  0.12
H26 -4.70108 6.60919 -0.92437  0.09
H27 8.44434 2.75547 7.41563  0.09
H28 4.09370 -0.76076 5.42705  0.15
H29 2.05618 1.82963 -4.93304  0.08
H30 3.43447 2.49592 -4.04784  0.07
H31 -0.80420 2.38807 6.09833  0.10
H32 2.76486 -1.27440 3.77669  0.10
H33 2.51115 -5.56990 -3.17081  0.11
H34 -4.77213 -3.67669 0.22420  0.10
H35 -2.71712 -1.28977 -6.31781  0.10
H36 -0.96071 1.51128 3.54699  0.15
H37 5.88410 -0.66972 7.71272  0.10
H38 -2.84081 -0.21998 -1.50061  0.02
H39 -1.84259 -3.30888 6.51225  0.08
H40 -0.91626 -2.08948 -4.84616  0.11
H41 -2.95450 5.70971 -2.42674  0.08
H42 -4.61348 2.96896 1.32582  0.08
H43 -3.54633 -2.50910 -1.53449  0.10
H44 5.10727 0.30030 -3.84065  0.08
H45 -4.60190 3.25249 -3.07409  0.10
H46 -2.38411 2.28550 -7.37608  0.10
H47 -5.53342 5.24340 0.95860  0.09
H48 -5.93324 3.05305 -5.12269  0.09